Density functional theory data (wB97M-V/def2-TZVPD) for a 2-piece molecular cluster, C24H28N4O3 overall in a non-equilibrium geometry.

XYZ file:
```
59
Properties=species:S:1:pos:R:3
O -7.20018 -1.78289 -2.48999
C -6.52431 -0.96430 -3.10323
C -5.06264 -0.92390 -3.02282
C -4.25320 -0.02324 -3.68536
N -2.92803 -0.30909 -3.36346
C -2.89539 -1.38946 -2.50111
C -4.19637 -1.81159 -2.25168
C -4.43065 -2.90593 -1.39816
C -3.34546 -3.57547 -0.80055
C -2.05035 -3.12212 -1.08051
C -0.75399 -3.59736 -0.64577
C -0.42590 -4.65448 0.20211
C 0.93154 -4.90480 0.44919
C 1.92287 -4.10908 -0.15272
C 1.56788 -3.05109 -1.00476
C 0.21677 -2.79557 -1.24377
N -0.44469 -1.83997 -2.01414
C -1.81752 -2.04531 -1.91772
H -7.03268 -0.24095 -3.73282
H -4.59094 0.77072 -4.34679
H -2.10907 0.18956 -3.70628
H -5.44762 -3.23422 -1.20642
H -3.50800 -4.42437 -0.14517
H -1.20067 -5.26468 0.65441
H 1.21834 -5.72015 1.10612
H 2.97177 -4.31330 0.04123
H 2.33078 -2.43567 -1.47049
H 0.00985 -1.11480 -2.56412
C 0.72015 5.24521 0.32689
N 1.06179 4.26246 -0.70006
C 1.64869 3.05798 -0.62182
O 1.82935 2.46838 -1.68146
C 2.10426 2.36286 0.69344
C 1.44313 0.97450 0.85737
C 2.06106 0.08912 1.96191
C 1.15194 -1.10562 2.24826
C 3.44630 -0.43006 1.57103
N 1.93377 3.10577 1.95011
C 2.82109 3.97198 2.43857
C 2.49063 4.58379 3.77970
O 3.84943 4.28596 1.85722
H 0.13747 6.05183 -0.12011
H 1.63275 5.67544 0.74402
H 0.12349 4.78700 1.11575
H 0.87361 4.53589 -1.65194
H 3.17372 2.20283 0.55158
H 0.38533 1.12682 1.07605
H 1.50595 0.43101 -0.08698
H 2.15217 0.65770 2.88756
H 0.18193 -0.75520 2.60004
H 1.00457 -1.69409 1.34498
H 1.59412 -1.73644 3.01909
H 4.13598 0.40337 1.44449
H 3.83375 -1.07796 2.35647
H 3.38610 -0.99272 0.63983
H 1.11353 2.91294 2.49942
H 3.36957 5.11022 4.15078
H 1.66638 5.28403 3.66087
H 2.21583 3.79847 4.48172
```

Calculated values
Spin multiplicity: 1
Highest occupied orbital energy (eV): -7.8
Total charge: 0
Relative energy (zero: lowest compared OMol25 entry of this formula, charge and spin) (kJ/mol): 107.8
LUMO level (eV): 0.31

---

Density functional theory data (wB97M-V/def2-TZVPD) for the molecule C24H28N4O4S.

XYZ file:
```
61
Properties=species:S:1:pos:R:3
C -7.59098 -2.18953 -1.63203
C -6.40171 -2.50283 -0.74430
O -5.52466 -1.37692 -0.75004
C -4.43451 -1.47883 0.03759
O -4.18865 -2.45740 0.71613
C -3.60689 -0.29897 -0.01226
N -3.92147 0.83352 -0.73612
C -2.97556 1.78078 -0.50511
C -2.87628 3.08111 -0.98293
C -1.82153 3.85981 -0.55993
C -0.86982 3.36174 0.34464
O 0.19049 4.08621 0.81407
C 0.32062 5.43072 0.42515
C -0.95935 2.06428 0.82189
C -2.00536 1.25193 0.38811
C -2.41763 -0.08668 0.68109
N -1.87116 -1.02554 1.51992
C -0.62133 -1.09444 2.07763
S -0.48497 -1.78465 3.57690
N 0.43195 -0.59987 1.38858
C 1.74061 -0.54165 2.00594
C 2.57463 -1.75994 1.58952
N 2.65652 -1.88458 0.15467
C 3.77077 -1.53181 -0.59682
C 3.97548 -2.18748 -1.81221
C 5.06953 -1.92609 -2.61386
C 6.01169 -1.00428 -2.20386
C 5.84095 -0.34179 -0.99911
C 4.73482 -0.57846 -0.19737
O 4.50591 0.09816 0.97764
C 5.47141 1.00766 1.43868
C 1.34979 -1.91574 -0.45110
C 0.52678 -0.67146 -0.05356
H -8.27072 -3.03631 -1.64121
H -8.11824 -1.31551 -1.25881
H -7.25926 -1.98958 -2.64750
H -6.71400 -2.70211 0.28690
H -5.85299 -3.37971 -1.10635
H -4.75494 0.92880 -1.28908
H -3.61276 3.47701 -1.66538
H -1.74336 4.86962 -0.92932
H 1.20365 5.80106 0.94387
H 0.47208 5.52754 -0.65536
H -0.54830 6.02502 0.72614
H -0.22743 1.72066 1.53210
H -2.53494 -1.72467 1.84479
H 1.62093 -0.52062 3.08904
H 2.23451 0.37259 1.66689
H 3.57100 -1.70240 2.01856
H 2.07812 -2.66018 1.97389
H 3.26232 -2.93721 -2.11980
H 5.19009 -2.45498 -3.54712
H 6.87882 -0.79320 -2.81048
H 6.57966 0.38450 -0.69909
H 5.09018 1.37796 2.38978
H 5.59786 1.84971 0.74970
H 6.43943 0.52319 1.60276
H 1.43486 -1.94933 -1.53649
H 0.81451 -2.81020 -0.10578
H -0.46085 -0.73072 -0.50696
H 1.02968 0.23203 -0.41329
```

Calculated values
Spin multiplicity: 1
Highest occupied orbital energy (eV): -7.3
Total charge: 0
Relative energy (zero: lowest compared OMol25 entry of this formula, charge and spin) (kJ/mol): 264.4
LUMO level (eV): 0.14

---

Density functional theory data (wB97M-V/def2-TZVPD) for the molecule C24H28N6O2 in a non-equilibrium geometry.

XYZ file:
```
60
Properties=species:S:1:pos:R:3
C -2.11486 -1.30957 3.87824
C -2.40753 -0.78981 2.47452
N -1.23683 -0.87080 1.61006
C -0.94457 -2.25684 1.25263
C 0.41124 -2.41102 0.62244
C 0.55124 -2.75532 -0.71427
C 1.80861 -2.85567 -1.28662
C 2.93929 -2.61538 -0.52715
C 2.80897 -2.29108 0.81372
C 1.55442 -2.19693 1.38436
C -1.34871 -0.07312 0.39024
C 0.02330 0.27005 -0.15254
C 1.01441 0.70291 0.65667
C 2.32037 0.96728 0.15264
C 3.39039 1.35312 0.96852
C 4.65140 1.54969 0.44890
C 5.80261 1.95639 1.31666
C 4.85135 1.35989 -0.92422
C 3.81862 0.98857 -1.75284
C 2.54278 0.78808 -1.22478
N 1.49026 0.42210 -2.02093
C 0.21810 0.15865 -1.58869
O -0.65834 -0.13011 -2.39810
C -2.01709 1.24556 0.55508
N -1.83059 2.14106 1.50061
N -2.56774 3.19269 1.17531
N -3.18536 3.00387 0.08653
N -2.86910 1.78190 -0.35544
C -3.40068 1.27282 -1.58882
C -4.55288 0.27718 -1.35980
O -4.14202 -1.01733 -1.00526
C -3.66723 -1.79725 -2.08375
H -2.92249 -1.01713 4.54438
H -1.18871 -0.87239 4.24059
H -2.03012 -2.39301 3.91035
H -2.67152 0.26266 2.56965
H -3.26801 -1.32736 2.03971
H -0.96276 -2.84061 2.17401
H -1.71964 -2.65801 0.57451
H -0.32701 -2.93552 -1.31794
H 1.90210 -3.11906 -2.33044
H 3.91986 -2.68324 -0.97530
H 3.69009 -2.10999 1.41184
H 1.44785 -1.93845 2.42705
H -1.89759 -0.62984 -0.38452
H 0.81625 0.81425 1.71180
H 3.20736 1.48976 2.02388
H 6.60162 1.21849 1.25758
H 6.20790 2.91126 0.98454
H 5.49298 2.05273 2.35355
H 5.83841 1.51030 -1.33646
H 3.98621 0.84752 -2.81087
H 1.65085 0.31940 -3.01639
H -2.59330 0.80267 -2.15820
H -3.77875 2.13900 -2.13492
H -5.17572 0.62796 -0.53137
H -5.16479 0.24140 -2.27218
H -3.50490 -2.79665 -1.68356
H -4.41319 -1.84605 -2.88505
H -2.72756 -1.41226 -2.49294
```

Calculated values
Spin multiplicity: 1
Highest occupied orbital energy (eV): -8.2
Total charge: 0
Relative energy (zero: lowest compared OMol25 entry of this formula, charge and spin) (kJ/mol): 6.7
LUMO level (eV): 0.02

---

Density functional theory data (wB97M-V/def2-TZVPD) for C24H29AuBrN2P2 as an isolated structure in a non-equilibrium geometry.

XYZ file:
```
59
Properties=species:S:1:pos:R:3
C -1.58340 2.71687 -3.05105
C -1.27534 1.43324 -2.60175
C 0.09211 1.02560 -2.67595
C 1.05663 2.03134 -2.42745
C 0.77268 3.32920 -2.84944
C -0.53518 3.63715 -3.23111
C 2.18569 1.55288 -1.59262
C 2.68192 0.27398 -2.17766
C 1.66543 -0.65759 -2.49969
C 1.95500 -2.04721 -2.34719
C 3.27210 -2.45538 -2.50014
C 4.27807 -1.47566 -2.59132
C 4.00225 -0.12117 -2.38439
H -2.62968 3.00613 -3.20416
H 1.57123 4.07013 -2.86920
H -0.77269 4.65348 -3.54391
H 2.97009 2.29539 -1.45153
H 3.51758 -3.52276 -2.49995
H 5.31368 -1.78858 -2.70779
H 4.78818 0.63478 -2.35112
N 0.41278 -0.27393 -2.82157
Au 0.28457 0.92950 1.14556
C -2.18079 0.56457 -1.75981
H -1.98844 -0.50344 -1.97593
H -3.24092 0.81885 -1.93229
C 0.85595 -2.91288 -1.75990
H -0.11527 -2.69454 -2.22766
H 1.08836 -3.97980 -1.85225
P -1.85033 0.81432 0.03923
P 0.69062 -2.59969 0.01077
C 2.02402 -3.37731 0.91910
H 1.90837 -3.19624 2.00141
H 1.97834 -4.45803 0.72046
H 3.00215 -2.99143 0.58895
C -0.93835 -2.91441 0.61925
H -1.05293 -3.99093 0.75469
H -1.11089 -2.40734 1.57299
H -1.67556 -2.54677 -0.09797
C -2.32918 2.55156 0.29668
H -3.32459 2.73234 -0.12992
H -2.32386 2.77568 1.37190
H -1.58121 3.18536 -0.19302
C -3.21746 -0.12593 0.79013
H -3.14107 -0.14982 1.88465
H -4.16658 0.35848 0.51255
H -3.22704 -1.16074 0.42281
H 1.66975 1.31418 -0.49912
H 0.88138 -1.18555 0.14911
Br -1.38935 -2.11700 6.24071
C -1.06021 -0.48946 5.30775
C -1.35919 0.73226 5.91133
C -1.16910 1.90060 5.17450
C -0.67684 1.81234 3.87536
N -0.35537 0.63411 3.32133
C -0.56861 -0.51538 3.99108
H -1.74560 0.75375 6.92194
H -1.40530 2.88821 5.55694
H -0.55570 2.68710 3.23180
H -0.37291 -1.45441 3.47391
```

Calculated values
Spin multiplicity: 3
Highest occupied orbital energy (spin up / spin down) (eV): -8.0 / -10.5
<S²>: 2.077
Total charge: +1
LUMO level (spin up / spin down) (eV): -2.31 / -4.21

---

What did the third record say?
Density functional theory data (wB97M-V/def2-TZVPD) for the molecule C24H28N6O2 in a non-equilibrium geometry.

XYZ file:
```
60
Properties=species:S:1:pos:R:3
C -2.11486 -1.30957 3.87824
C -2.40753 -0.78981 2.47452
N -1.23683 -0.87080 1.61006
C -0.94457 -2.25684 1.25263
C 0.41124 -2.41102 0.62244
C 0.55124 -2.75532 -0.71427
C 1.80861 -2.85567 -1.28662
C 2.93929 -2.61538 -0.52715
C 2.80897 -2.29108 0.81372
C 1.55442 -2.19693 1.38436
C -1.34871 -0.07312 0.39024
C 0.02330 0.27005 -0.15254
C 1.01441 0.70291 0.65667
C 2.32037 0.96728 0.15264
C 3.39039 1.35312 0.96852
C 4.65140 1.54969 0.44890
C 5.80261 1.95639 1.31666
C 4.85135 1.35989 -0.92422
C 3.81862 0.98857 -1.75284
C 2.54278 0.78808 -1.22478
N 1.49026 0.42210 -2.02093
C 0.21810 0.15865 -1.58869
O -0.65834 -0.13011 -2.39810
C -2.01709 1.24556 0.55508
N -1.83059 2.14106 1.50061
N -2.56774 3.19269 1.17531
N -3.18536 3.00387 0.08653
N -2.86910 1.78190 -0.35544
C -3.40068 1.27282 -1.58882
C -4.55288 0.27718 -1.35980
O -4.14202 -1.01733 -1.00526
C -3.66723 -1.79725 -2.08375
H -2.92249 -1.01713 4.54438
H -1.18871 -0.87239 4.24059
H -2.03012 -2.39301 3.91035
H -2.67152 0.26266 2.56965
H -3.26801 -1.32736 2.03971
H -0.96276 -2.84061 2.17401
H -1.71964 -2.65801 0.57451
H -0.32701 -2.93552 -1.31794
H 1.90210 -3.11906 -2.33044
H 3.91986 -2.68324 -0.97530
H 3.69009 -2.10999 1.41184
H 1.44785 -1.93845 2.42705
H -1.89759 -0.62984 -0.38452
H 0.81625 0.81425 1.71180
H 3.20736 1.48976 2.02388
H 6.60162 1.21849 1.25758
H 6.20790 2.91126 0.98454
H 5.49298 2.05273 2.35355
H 5.83841 1.51030 -1.33646
H 3.98621 0.84752 -2.81087
H 1.65085 0.31940 -3.01639
H -2.59330 0.80267 -2.15820
H -3.77875 2.13900 -2.13492
H -5.17572 0.62796 -0.53137
H -5.16479 0.24140 -2.27218
H -3.50490 -2.79665 -1.68356
H -4.41319 -1.84605 -2.88505
H -2.72756 -1.41226 -2.49294
```

Calculated values
Spin multiplicity: 1
Highest occupied orbital energy (eV): -8.2
Total charge: 0
Relative energy (zero: lowest compared OMol25 entry of this formula, charge and spin) (kJ/mol): 6.7
LUMO level (eV): 0.02

---

Repeat the fourth record exactly.
Density functional theory data (wB97M-V/def2-TZVPD) for C24H29AuBrN2P2 as an isolated structure in a non-equilibrium geometry.

XYZ file:
```
59
Properties=species:S:1:pos:R:3
C -1.58340 2.71687 -3.05105
C -1.27534 1.43324 -2.60175
C 0.09211 1.02560 -2.67595
C 1.05663 2.03134 -2.42745
C 0.77268 3.32920 -2.84944
C -0.53518 3.63715 -3.23111
C 2.18569 1.55288 -1.59262
C 2.68192 0.27398 -2.17766
C 1.66543 -0.65759 -2.49969
C 1.95500 -2.04721 -2.34719
C 3.27210 -2.45538 -2.50014
C 4.27807 -1.47566 -2.59132
C 4.00225 -0.12117 -2.38439
H -2.62968 3.00613 -3.20416
H 1.57123 4.07013 -2.86920
H -0.77269 4.65348 -3.54391
H 2.97009 2.29539 -1.45153
H 3.51758 -3.52276 -2.49995
H 5.31368 -1.78858 -2.70779
H 4.78818 0.63478 -2.35112
N 0.41278 -0.27393 -2.82157
Au 0.28457 0.92950 1.14556
C -2.18079 0.56457 -1.75981
H -1.98844 -0.50344 -1.97593
H -3.24092 0.81885 -1.93229
C 0.85595 -2.91288 -1.75990
H -0.11527 -2.69454 -2.22766
H 1.08836 -3.97980 -1.85225
P -1.85033 0.81432 0.03923
P 0.69062 -2.59969 0.01077
C 2.02402 -3.37731 0.91910
H 1.90837 -3.19624 2.00141
H 1.97834 -4.45803 0.72046
H 3.00215 -2.99143 0.58895
C -0.93835 -2.91441 0.61925
H -1.05293 -3.99093 0.75469
H -1.11089 -2.40734 1.57299
H -1.67556 -2.54677 -0.09797
C -2.32918 2.55156 0.29668
H -3.32459 2.73234 -0.12992
H -2.32386 2.77568 1.37190
H -1.58121 3.18536 -0.19302
C -3.21746 -0.12593 0.79013
H -3.14107 -0.14982 1.88465
H -4.16658 0.35848 0.51255
H -3.22704 -1.16074 0.42281
H 1.66975 1.31418 -0.49912
H 0.88138 -1.18555 0.14911
Br -1.38935 -2.11700 6.24071
C -1.06021 -0.48946 5.30775
C -1.35919 0.73226 5.91133
C -1.16910 1.90060 5.17450
C -0.67684 1.81234 3.87536
N -0.35537 0.63411 3.32133
C -0.56861 -0.51538 3.99108
H -1.74560 0.75375 6.92194
H -1.40530 2.88821 5.55694
H -0.55570 2.68710 3.23180
H -0.37291 -1.45441 3.47391
```

Calculated values
Spin multiplicity: 3
Highest occupied orbital energy (spin up / spin down) (eV): -8.0 / -10.5
<S²>: 2.077
Total charge: +1
LUMO level (spin up / spin down) (eV): -2.31 / -4.21